[1]
A structure of composition C34H40Cl2FGe2N2O5SiTi, computed with the ωB97M-V functional and the def2-TZVPD basis.

```
! wB97M-V def2-TZVPD RIJCOSX def2/J DEFGRID3
* xyz -1 1
Ti 0.433 -0.245 0.291
O -4.826 1.113 0.486
C -3.481 0.968 0.584
O -2.842 0.322 -0.192
C -2.978 1.734 1.792
O -1.618 1.563 2.052
C -0.799 2.636 1.605
C -0.531 2.616 0.100
O -0.597 3.641 -0.548
O -0.196 1.453 -0.368
H -5.092 0.603 -0.292
H -3.551 1.374 2.650
H -3.240 2.788 1.641
H 0.160 2.512 2.111
H -1.241 3.599 1.873
C -0.480 -3.595 3.474
Si -0.829 -1.806 2.978
C 0.375 -0.766 3.951
C -2.524 -1.299 3.652
N -0.769 -1.617 1.236
C -1.660 -2.371 0.491
C -2.646 -3.258 0.963
C -3.483 -3.949 0.095
C -3.389 -3.801 -1.280
C -2.425 -2.936 -1.791
C -1.625 -2.277 -0.900
F -0.670 -1.416 -1.380
H -0.191 -3.623 4.529
H 0.362 -3.982 2.896
H -1.322 -4.276 3.340
H 0.092 -0.869 5.005
H 0.321 0.288 3.681
H 1.408 -1.096 3.845
H -2.734 -1.828 4.586
H -3.357 -1.472 2.971
H -2.481 -0.231 3.878
H -2.764 -3.412 2.025
H -4.225 -4.620 0.512
H -4.044 -4.344 -1.946
H -2.298 -2.763 -2.851
Cl 2.859 2.616 2.556
C 3.619 1.048 2.555
C 4.870 0.932 3.131
C 5.493 -0.304 3.185
C 4.838 -1.419 2.682
C 3.587 -1.284 2.111
Cl 2.765 -2.710 1.563
C 2.931 -0.038 1.981
N 1.731 0.080 1.368
H 5.348 1.815 3.533
H 6.476 -0.401 3.625
H 5.288 -2.402 2.733
C 1.309 2.189 -3.757
Ge 1.324 0.226 -3.806
C -0.482 -0.394 -4.309
C 2.531 -0.317 -5.274
Ge 2.180 -0.544 -1.653
C 2.902 -2.356 -1.980
C 2.072 -3.328 -2.540
C 2.498 -4.639 -2.704
C 3.779 -5.006 -2.315
C 4.621 -4.053 -1.758
C 4.184 -2.746 -1.589
C 3.745 0.669 -1.565
C 4.891 0.478 -2.341
C 5.934 1.394 -2.323
C 5.849 2.532 -1.530
C 4.712 2.747 -0.765
C 3.673 1.824 -0.788
H 0.911 2.606 -4.685
H 2.332 2.547 -3.624
H 0.712 2.553 -2.919
H -0.737 -0.019 -5.303
H -1.225 -0.036 -3.595
H -0.519 -1.485 -4.335
H 2.126 -0.014 -6.242
H 2.681 -1.398 -5.279
H 3.501 0.164 -5.136
H 1.065 -3.058 -2.846
H 1.830 -5.376 -3.135
H 4.117 -6.028 -2.441
H 5.620 -4.332 -1.442
H 4.846 -2.022 -1.127
H 4.971 -0.402 -2.971
H 6.816 1.223 -2.930
H 6.664 3.246 -1.512
H 4.630 3.629 -0.141
H 2.792 2.002 -0.185
*
```

Max |F| ... 0.23 eV Å⁻¹
Calculated total energy ... -8118.63227 hartree
Frontier orbital gap ... 6.984 eV
Highest occupied orbital energy ... -4.616 eV
LUMO energy ... 2.37 eV
Energy above the lowest of the compared OMol25 structures with the same formula, charge and spin ... 0.1543 eV

Mulliken population analysis, charges in e, atoms 1 to 6:
1 Ti 1.411
2 O -0.572
3 C 0.435
4 O -0.323
5 C -0.749
6 O -0.368

***

[2]
A structure of composition C34H40ClInO4P, computed with the ωB97M-V functional and the def2-TZVPD basis.

```
! wB97M-V def2-TZVPD RIJCOSX def2/J DEFGRID3
* xyz -1 1
O 0.343 -2.834 2.768
C -0.237 -2.237 1.898
O -0.253 -2.736 0.602
C -1.007 -0.970 2.070
C -2.481 -1.336 2.403
C -3.402 -0.114 2.404
In -5.558 -0.559 2.152
O -6.143 -0.293 0.167
P -6.279 -2.920 2.831
O -7.549 -3.158 1.795
Cl -4.770 -4.170 1.984
H -0.873 -3.478 0.562
H -0.998 -0.388 1.145
H -0.568 -0.384 2.881
H -2.810 -2.079 1.666
H -2.485 -1.841 3.376
H -3.070 0.571 1.613
H -3.278 0.428 3.350
H -6.520 0.558 3.133
H -5.360 -0.029 -0.329
H -7.323 -2.878 0.896
C -4.116 2.566 7.760
C -4.421 1.410 7.055
C -3.401 0.595 6.585
C -2.076 0.935 6.821
C -1.771 2.090 7.527
C -2.791 2.907 7.996
H -4.912 3.204 8.122
H -5.453 1.145 6.864
H -3.641 -0.301 6.027
H -1.282 0.299 6.450
H -0.737 2.356 7.710
H -2.553 3.811 8.543
C 3.184 -1.301 2.284
C 4.266 -0.948 3.081
C 5.373 -0.327 2.519
C 5.398 -0.053 1.158
C 4.316 -0.401 0.361
C 3.213 -1.028 0.924
H 2.319 -1.783 2.718
H 4.243 -1.157 4.143
H 6.217 -0.056 3.141
H 6.260 0.437 0.721
H 4.331 -0.184 -0.700
H 2.370 -1.304 0.302
C 5.710 -1.655 -3.074
C 6.331 -0.442 -2.810
C 6.561 0.461 -3.838
C 6.167 0.152 -5.133
C 5.544 -1.060 -5.397
C 5.317 -1.963 -4.368
H 5.528 -2.355 -2.268
H 6.631 -0.200 -1.798
H 7.044 1.407 -3.630
H 6.342 0.858 -5.935
H 5.232 -1.298 -6.406
H 4.830 -2.908 -4.575
C -0.935 3.751 -1.787
C 0.148 3.113 -2.378
C 0.255 1.730 -2.323
C -0.724 0.985 -1.680
C -1.808 1.623 -1.091
C -1.912 3.006 -1.141
H -1.016 4.830 -1.828
H 0.910 3.695 -2.882
H 1.100 1.232 -2.781
H -0.642 -0.094 -1.635
H -2.567 1.040 -0.588
H -2.755 3.500 -0.676
C -1.167 -0.074 -5.287
C -1.096 -1.252 -6.019
C -0.349 -1.300 -7.188
C 0.331 -0.172 -7.624
C 0.261 1.006 -6.892
C -0.489 1.055 -5.725
H -1.747 -0.033 -4.375
H -1.624 -2.133 -5.676
H -0.296 -2.219 -7.759
H 0.917 -0.210 -8.534
H 0.794 1.886 -7.230
H -0.545 1.971 -5.151
*
```

Max |F| ... 0.58 eV Å⁻¹
Calculated total energy ... -2612.29136 hartree
Frontier orbital gap ... 6.366 eV
Highest occupied orbital energy ... -4.358 eV
LUMO energy ... 2.01 eV

Mulliken population analysis, charges in e, atoms 1 to 6:
1 O -0.603
2 C 0.289
3 O -0.473
4 C 0.326
5 C -0.674
6 C -0.785

***

[3]
A structure of composition C34H40F5N12O4P2Sr, computed with the ωB97M-V functional and the def2-TZVPD basis.

```
! wB97M-V def2-TZVPD RIJCOSX def2/J DEFGRID3
* xyz 1 1
Sr -0.647 1.323 -0.461
C 4.878 -1.351 -0.559
N 3.798 -0.370 -0.462
C 2.486 -0.565 -0.551
N 1.857 0.590 -0.348
C 2.881 1.469 -0.139
N 4.068 0.923 -0.185
C 5.296 -1.875 0.790
C 6.404 -1.370 1.456
C 6.756 -1.871 2.704
C 6.005 -2.873 3.296
C 4.891 -3.378 2.630
C 4.544 -2.879 1.380
C 4.072 -4.429 3.229
N 4.208 -5.061 4.340
N 3.131 -5.939 4.426
C 2.441 -5.773 3.352
O 2.978 -4.829 2.540
C 1.194 -6.393 2.912
C 0.521 -7.313 3.705
C -0.683 -7.836 3.253
C -1.216 -7.436 2.037
C -0.542 -6.512 1.243
C -1.148 -6.053 -0.066
N -0.299 -5.107 -0.765
C -0.096 -3.811 -0.501
N 0.893 -3.342 -1.240
C 1.279 -4.439 -1.947
N 0.586 -5.525 -1.694
C 0.667 -6.009 1.682
H 5.703 -0.858 -1.069
H 4.512 -2.160 -1.191
H 2.016 -1.520 -0.766
H 2.730 2.520 0.044
H 6.994 -0.584 1.001
H 7.623 -1.478 3.216
H 6.269 -3.273 4.265
H 3.683 -3.286 0.863
H 0.937 -7.605 4.659
H -1.216 -8.555 3.861
H -2.166 -7.841 1.707
H -2.117 -5.583 0.109
H -1.300 -6.892 -0.743
H -0.675 -3.258 0.222
H 2.072 -4.430 -2.677
H 1.219 -5.303 1.078
C -0.088 4.933 2.050
N -0.616 5.547 0.831
C -1.806 6.367 1.033
P -0.232 4.928 -0.619
O 0.418 3.585 -0.585
O -1.656 4.795 -1.431
P -2.745 3.654 -1.071
O -2.439 3.039 0.247
N -4.219 4.307 -1.154
C -5.077 4.474 0.017
C -4.688 4.929 -2.387
N -2.534 2.577 -2.319
C -3.688 1.731 -2.665
C -1.572 2.748 -3.412
N 0.626 6.012 -1.474
C 1.132 5.619 -2.789
C 0.470 7.452 -1.292
H 0.147 5.715 2.772
H 0.823 4.382 1.832
H -0.825 4.253 2.486
H -1.580 7.166 1.740
H -2.625 5.764 1.437
H -2.130 6.821 0.099
H -4.637 3.963 0.869
H -6.058 4.042 -0.185
H -5.202 5.533 0.252
H -3.986 4.742 -3.200
H -4.783 6.009 -2.262
H -5.661 4.522 -2.669
H -4.290 1.536 -1.780
H -3.328 0.778 -3.048
H -4.311 2.207 -3.426
H -1.372 1.767 -3.845
H -0.636 3.165 -3.045
H -1.951 3.398 -4.206
H 1.346 4.553 -2.802
H 2.063 6.151 -2.982
H 0.420 5.861 -3.585
H 0.242 7.677 -0.254
H -0.314 7.862 -1.936
H 1.413 7.938 -1.545
F -1.442 -0.463 -2.148
C -2.122 -1.245 -1.184
C -2.069 -0.816 0.109
C -2.753 -1.628 0.988
F -2.786 -1.332 2.305
C -3.408 -2.787 0.601
F -4.031 -3.573 1.484
C -3.408 -3.159 -0.739
F -4.021 -4.280 -1.119
C -2.757 -2.370 -1.670
F -2.740 -2.712 -2.961
*
```

Max |F| ... 0.38 eV Å⁻¹
Calculated total energy ... -3490.47492 hartree
Frontier orbital gap ... 8.348 eV
Highest occupied orbital energy ... -10.319 eV
LUMO energy ... -1.97 eV
Energy above the lowest of the compared OMol25 structures with the same formula, charge and spin ... 0.4489 eV

Mulliken population analysis, charges in e, atoms 1 to 6:
1 Sr 1.824
2 C -1.678
3 N 1.069
4 C -0.659
5 N 0.178
6 C -0.816

***

Question: The lowest max |F| belongs to which entry?
Answer: C34H40Cl2FGe2N2O5SiTi